1.
The following is a quantum chemistry calculation of a cluster of 2 separate species, C3H9N2O in total at a distorted geometry, from the Open Molecules 2025 dataset.

Properties
Gap between HOMO and LUMO: 10.51 eV
Charge: +1
HOMO level: -14.60 eV

Each line ends with the Mulliken charge.
Element x y z (Å)
C (1.2657, -1.2471, 0.3349)  -0.474
C (2.1230, 0.0097, 0.3332)  -0.097
C (0.6201, 0.1260, 0.3212)  0.355
N (-3.0103, 0.1697, -0.2285)  -0.836
N (-0.4172, 0.8766, 0.0957)  -0.366
O (2.9574, 0.4349, -0.7246)  -0.509
H (1.0103, -1.8248, -0.5297)  0.286
H (1.0164, -1.9222, 1.2873)  0.255
H (2.5779, 0.3346, 1.2419)  0.353
H (-3.2790, -0.7454, -0.4252)  0.252
H (-3.3243, 0.5786, -1.1342)  0.327
H (-3.5530, 0.6900, 0.5086)  0.321
H (-0.1733, 1.8619, -0.1513)  0.286
H (-1.6422, 0.7445, -0.1140)  0.481
H (3.8286, -0.0868, -0.8153)  0.366

=====

2.
The following is a quantum chemistry calculation of the ion CH5N4S with charge +1 at a distorted geometry, from the Open Molecules 2025 dataset.

Properties
Gap between HOMO and LUMO (alpha / beta): 7.64 / 7.05 eV
2S+1: 3
Charge: +1
HOMO level (alpha / beta): -12.27 / -14.42 eV

Each line ends with the Löwdin spin population.
Element x y z (Å)
C (0.9771, -0.2517, 0.2910)  0.092
N (-0.8535, 0.2876, 1.5519)  0.434
N (0.3482, 0.7112, 1.2443)  0.605
N (0.6618, -0.2965, -0.9918)  0.004
N (-0.6299, 0.0321, -1.5794)  -0.002
S (2.1003, -0.4425, 1.4734)  0.837
H (-1.2594, 0.7382, 2.4075)  0.009
H (1.2502, -0.9498, -1.5774)  0.002
H (-0.6654, -0.3740, -2.4662)  0.000
H (-1.2425, -0.5764, 1.3736)  0.019
H (-0.6869, 1.1218, -1.7268)  0.000

=====

3.
The following is a quantum chemistry calculation of a structure of composition C37H35BrCrN7OS, from the Open Molecules 2025 dataset.

Properties
Gap between HOMO and LUMO (alpha / beta): 6.27 / 6.14 eV
2S+1: 4
Charge: +2
HOMO level (alpha / beta): -11.98 / -11.98 eV

Each line ends with the Löwdin spin population.
Element x y z (Å)
Cr (-0.7945, -0.8773, -0.5095)  2.924
Br (0.5281, -4.1318, -6.7691)  0.000
C (0.5128, -3.0748, -5.2102)  0.001
C (0.7102, -1.6906, -5.3066)  0.003
C (0.7112, -0.8984, -4.1816)  0.000
C (0.4820, -1.4500, -2.9138)  0.012
O (0.5440, -0.6837, -1.8345)  0.038
C (0.2797, -2.8561, -2.8264)  0.004
C (0.2296, -3.4685, -1.5318)  0.006
N (-0.1683, -2.8360, -0.4782)  -0.020
C (0.1901, -3.2652, 0.8204)  0.001
C (0.1926, -4.5366, 1.3129)  0.002
C (0.7585, -4.7940, 2.5847)  -0.001
C (1.3530, -3.7988, 3.3057)  0.001
C (1.3635, -2.4693, 2.8113)  -0.001
C (2.0183, -1.3895, 3.4493)  0.007
C (1.9866, -0.1477, 2.8804)  -0.001
C (1.2528, 0.0430, 1.6945)  0.010
N (0.6284, -0.9333, 1.0760)  -0.006
C (0.7219, -2.2020, 1.5937)  0.002
C (0.3313, -3.6562, -3.9837)  0.001
H (0.8794, -1.2478, -6.2791)  0.000
H (0.8981, 0.1650, -4.2519)  0.000
H (0.6103, -4.4854, -1.4279)  -0.001
H (-0.2099, -5.3532, 0.7265)  0.000
H (0.7509, -5.8058, 2.9662)  0.000
H (1.8308, -4.0123, 4.2532)  0.000
H (2.5515, -1.5620, 4.3765)  0.000
H (2.4978, 0.6923, 3.3292)  0.000
H (1.1599, 1.0311, 1.2621)  0.001
H (0.2153, -4.7301, -3.9044)  0.000
C (-4.0865, -2.6527, -2.7143)  -0.001
C (-4.7595, -1.5352, -3.1806)  0.008
C (-4.2346, -0.2804, -2.9251)  -0.001
C (-3.0423, -0.1743, -2.2303)  0.007
N (-2.3785, -1.2662, -1.7966)  -0.014
C (-2.9116, -2.4735, -2.0145)  0.006
C (-2.3985, 1.1162, -1.9081)  0.004
C (-2.7460, 2.3110, -2.5068)  -0.001
C (-1.9727, 3.4372, -2.2590)  0.006
C (-0.8693, 3.3294, -1.4369)  0.000
C (-0.5981, 2.1067, -0.8479)  0.009
N (-1.3555, 1.0318, -1.0593)  -0.006
H (-4.4639, -3.6513, -2.8792)  0.000
H (-5.6882, -1.6377, -3.7253)  0.000
H (-4.7549, 0.6073, -3.2518)  0.000
H (-2.3728, -3.3167, -1.6099)  0.000
H (-3.5772, 2.3621, -3.1938)  0.000
H (-2.2180, 4.3784, -2.7322)  0.000
H (-0.2178, 4.1710, -1.2532)  0.000
H (0.2652, 1.9776, -0.2145)  0.001
S (-2.7228, -1.0791, 1.0964)  -0.004
C (-2.5221, -1.4800, 2.7535)  0.001
N (-3.4702, -2.2828, 3.2954)  0.001
C (-3.5212, -2.6478, 4.5958)  0.000
C (-2.5613, -2.2144, 5.4604)  0.001
C (-1.5532, -1.3812, 4.9567)  0.001
C (-1.5336, -1.0172, 3.6314)  0.001
H (-4.1916, -2.6095, 2.6629)  0.000
H (-4.3472, -3.2815, 4.8834)  0.000
H (-2.5969, -2.5012, 6.5000)  0.000
H (-0.7880, -1.0050, 5.6242)  0.000
H (-0.7841, -0.3431, 3.2495)  0.000
C (-1.0800, 2.5881, 3.2147)  0.000
C (-1.1640, 3.5893, 4.3985)  0.000
N (-0.6999, 4.9030, 3.9643)  0.000
C (-1.6062, 5.4169, 2.9377)  0.000
C (-1.7574, 4.3726, 1.7991)  0.000
N (-0.7647, 3.2987, 1.9684)  0.000
C (0.5598, 3.9246, 2.0929)  0.000
C (0.6392, 4.7599, 3.3975)  0.000
H (-2.0232, 2.0532, 3.0726)  0.000
H (-0.2959, 1.8418, 3.3846)  0.000
H (-0.5490, 3.2617, 5.2389)  0.000
H (-2.1885, 3.6894, 4.7603)  0.000
H (-1.1974, 6.3568, 2.5642)  0.000
H (-2.5695, 5.6406, 3.3973)  0.000
H (-1.6206, 4.8308, 0.8172)  0.000
H (-2.7487, 3.9134, 1.8105)  0.000
H (0.7065, 4.5598, 1.2153)  0.000
H (1.3403, 3.1562, 2.0675)  0.000
H (1.0626, 5.7471, 3.2104)  0.000
H (1.2682, 4.2704, 4.1436)  0.000

=====

4.
The following is a quantum chemistry calculation of the ion C4H9N2O with charge +1 at a distorted geometry, from the Open Molecules 2025 dataset.

Properties
Gap between HOMO and LUMO: 9.67 eV
Charge: +1
HOMO level: -12.94 eV

Each line ends with the Mulliken charge.
Element x y z (Å)
C (1.3221, 1.3139, -0.7182)  -0.063
C (0.0074, 1.1287, -0.8497)  -0.652
C (0.4500, -0.3502, 1.0182)  0.008
C (-1.2709, -0.9479, -0.6275)  -0.972
N (2.0064, 0.5358, 0.1356)  -0.491
N (-0.5770, 0.1430, 0.0994)  0.063
O (0.2508, 0.1254, 2.2440)  -0.437
H (1.8648, 2.0143, -1.3339)  0.432
H (-0.6581, 1.5938, -1.5468)  0.467
H (0.7519, -1.3806, 0.8664)  0.429
H (-0.5971, -1.3638, -1.3747)  0.396
H (-1.5758, -1.7291, 0.0651)  0.394
H (-2.1502, -0.5477, -1.1288)  0.388
H (2.6833, 0.9236, 0.7729)  0.268
H (-1.2671, 0.6318, 0.6919)  0.371
H (0.7870, -0.2952, 2.9284)  0.400

=====

5.
The following is a quantum chemistry calculation of a structure of composition C12H22BIrN2O7P2 at a distorted geometry, from the Open Molecules 2025 dataset.

Properties
Gap between HOMO and LUMO (alpha / beta): 7.03 / 5.70 eV
2S+1: 2
Charge: +1
HOMO level (alpha / beta): -12.29 / -12.26 eV

Each line ends with the Löwdin spin population.
Element x y z (Å)
Ir (-0.0102, 0.1541, -0.0399)  0.656
C (-1.2699, 0.9140, 2.8038)  0.000
N (-0.2149, 0.0266, 2.2844)  -0.012
C (1.1050, 0.4017, 2.8237)  -0.001
C (-0.5376, -1.3755, 2.5580)  0.005
C (-1.4567, -1.8907, 1.5176)  0.048
C (-2.3780, -2.8926, 1.7572)  -0.004
C (-3.0992, -3.4396, 0.6992)  0.080
C (-2.8903, -2.9872, -0.6002)  -0.007
C (-1.9935, -1.9574, -0.8340)  0.056
C (-1.2957, -1.4012, 0.2303)  0.009
H (-1.3233, 0.8186, 3.8908)  0.000
H (-2.2320, 0.6446, 2.3723)  0.000
H (-1.0530, 1.9470, 2.5507)  0.000
H (1.1303, 0.2627, 3.9079)  -0.001
H (1.3034, 1.4479, 2.5977)  0.000
H (1.8777, -0.2109, 2.3655)  0.000
H (-0.9714, -1.4950, 3.5543)  0.000
H (0.3863, -1.9571, 2.5191)  0.003
H (-2.5186, -3.2670, 2.7632)  -0.002
H (-3.8078, -4.2346, 0.8865)  0.004
H (-3.4166, -3.4354, -1.4309)  -0.002
H (-1.8357, -1.5920, -1.8404)  0.002
C (3.8709, 0.3042, -3.4853)  0.000
C (2.7375, -0.1678, -2.5991)  0.000
O (2.6688, -1.5743, -2.6101)  0.001
P (1.1163, 0.5264, -3.1278)  0.000
O (0.9822, 0.1140, -4.6372)  0.000
O (1.1911, 2.0872, -3.1770)  0.000
O (-0.0218, -0.0299, -2.2922)  0.000
P (2.7751, 0.4623, -0.8579)  0.004
O (4.3049, 0.4835, -0.4738)  0.000
O (2.1184, 1.8083, -0.7834)  -0.001
O (2.0210, -0.6070, -0.0426)  0.080
H (3.7531, -0.1462, -4.4704)  0.000
H (4.8203, -0.0340, -3.0747)  0.000
H (3.8714, 1.3887, -3.5834)  0.000
H (2.0656, -1.8841, -1.9210)  0.000
H (0.0751, -0.0548, -4.9222)  0.000
H (1.4771, 2.4508, -2.3110)  0.000
H (4.5810, 1.2737, 0.0075)  0.000
B (-2.7274, 3.8716, -0.1445)  0.007
C (-1.7420, 2.7210, -0.0438)  0.022
N (-0.9657, 1.8530, 0.0420)  0.045
H (-3.3845, 3.9117, 0.8696)  0.000
H (-2.1292, 4.8869, -0.3755)  0.007
H (-3.5768, 3.5922, -0.9568)  0.001

=====

6.
The following is a quantum chemistry calculation of a structure of composition C25H32BCl3N3O5PdS2Si at a distorted geometry, from the Open Molecules 2025 dataset.

Properties
Gap between HOMO and LUMO (alpha / beta): 6.41 / 6.43 eV
Charge: -1
HOMO level (alpha / beta): -5.62 / -5.62 eV

Each line ends with the Mulliken charge.
Element x y z (Å)
Pd (2.0739, 0.7407, -0.1402)  0.691
O (-0.1255, 0.6235, 1.0231)  0.339
S (-0.0256, -0.6274, 1.8171)  1.059
C (0.4269, -0.0628, 3.5562)  -1.157
C (1.5432, 0.9737, 3.5490)  0.285
C (1.0785, 2.3662, 3.9776)  -1.596
C (0.0513, 2.9332, 3.0102)  0.287
S (0.8970, 3.7661, 1.5680)  -0.073
O (1.9953, 2.8853, 1.1389)  -0.362
C (-0.4695, 3.4554, 0.3981)  0.468
C (-1.7574, 3.8815, 0.6780)  -0.346
C (-2.7758, 3.5882, -0.2115)  -0.663
C (-2.5003, 2.8764, -1.3680)  -0.638
C (-1.2037, 2.4841, -1.6541)  -0.680
C (-0.1767, 2.7834, -0.7741)  -0.356
C (-1.7574, -0.9193, 2.2812)  0.109
C (-2.0723, -1.8540, 3.2537)  -0.553
C (-3.3866, -2.0177, 3.6525)  -0.699
C (-4.3908, -1.2719, 3.0525)  -0.515
C (-4.0806, -0.3761, 2.0417)  -0.903
C (-2.7611, -0.2002, 1.6576)  0.044
H (0.7621, -0.9823, 4.0277)  0.661
H (-0.4615, 0.2989, 4.0674)  0.580
H (1.9637, 1.0524, 2.5410)  -0.370
H (2.3569, 0.6510, 4.1990)  0.428
H (1.9478, 3.0265, 4.0093)  0.449
H (0.6517, 2.3276, 4.9854)  0.405
H (-0.5610, 3.7057, 3.4730)  0.561
H (-0.5782, 2.1487, 2.5988)  -0.310
H (-1.9669, 4.4270, 1.5866)  0.369
H (-3.7851, 3.9101, 0.0015)  0.396
H (-3.3024, 2.6405, -2.0509)  0.412
H (-0.9873, 1.9405, -2.5598)  0.508
H (0.8547, 2.4938, -1.0110)  0.916
H (-1.2869, -2.4427, 3.6998)  0.431
H (-3.6231, -2.7253, 4.4356)  0.409
H (-5.4157, -1.3951, 3.3712)  0.387
H (-4.8613, 0.1929, 1.5552)  0.450
H (-2.4971, 0.4981, 0.8780)  0.064
Cl (5.0286, -0.6185, 2.0988)  -0.337
Si (3.2937, -1.0456, 0.9370)  0.432
Cl (2.4796, -2.5135, 2.3133)  -0.341
Cl (4.0706, -2.3658, -0.4998)  -0.330
B (6.0815, 1.4712, -2.5402)  0.180
C (4.7754, 1.5370, -1.7151)  0.130
N (3.8136, 1.6282, -1.0739)  -0.757
H (6.5658, 0.4016, -2.2739)  -0.150
H (5.7935, 1.5960, -3.7002)  -0.156
H (6.8277, 2.3551, -2.1981)  -0.158
C (1.5682, -3.8160, -2.8790)  -0.914
C (0.0661, -3.8422, -2.6175)  -1.335
C (-0.5392, -2.4257, -2.5499)  2.501
C (-2.0639, -2.4895, -2.3280)  -1.608
C (-2.6853, -1.0959, -2.2497)  -0.742
C (-0.3021, -1.7528, -3.8863)  -0.259
O (-0.7259, -2.1884, -4.9360)  -0.696
N (0.4028, -0.5915, -3.8348)  0.175
C (0.9686, -0.0178, -2.6885)  -0.152
O (1.5485, 1.0508, -2.8049)  -0.641
N (0.8075, -0.6232, -1.5087)  1.235
C (0.0583, -1.7125, -1.3263)  -1.208
O (-0.1964, -2.1510, -0.2085)  -0.885
H (1.9544, -4.8321, -2.9418)  0.496
H (2.0996, -3.3003, -2.0828)  -0.019
H (1.7824, -3.3085, -3.8181)  0.286
H (-0.1373, -4.3411, -1.6691)  0.432
H (-0.4299, -4.3926, -3.4204)  0.435
H (-2.2398, -3.0178, -1.3892)  0.451
H (-2.5171, -3.0550, -3.1462)  0.440
H (-2.1649, -0.4876, -1.5105)  -0.108
H (-3.7320, -1.1730, -1.9574)  0.537
H (-2.6287, -0.5892, -3.2133)  0.277
H (0.5831, -0.0897, -4.6967)  0.302

=====

What is the charge in the sixth record? -1